The molecule C3H5NO in a non-equilibrium geometry. Source: the OMol25 dataset; level of theory: ωB97M-V/def2-TZVPD.

Values from the calculation:
* orbital gap: 11.369 eV
* energy relative to the best compared isomer or geometry (same formula, charge and spin): 41.7 kcal/mol
* M: 71.1 g/mol
* structure (SMILES): COCC#N
* E_HOMO: -10.60 eV

Geometry as ORCA input:
```
! RIJCOSX wB97M-V def2-TZVPD def2/J DEFGRID3
* xyz 0 1
C -0.2824 0.4824 -2.1161
C 0.5714 -0.2293 1.4322
C -0.5766 0.0788 -0.6903
N 0.0560 0.7861 -3.1419
O 0.5877 0.3231 0.1030
H 0.0083 0.4714 2.1463
H 1.5551 -0.2322 1.7435
H -0.6880 -1.0191 -0.6756
H -1.4960 0.6002 -0.1175
H 0.2645 -1.2615 1.3166
*
```

=====

The molecule C3H5NO in a non-equilibrium geometry. Source: the OMol25 dataset; level of theory: ωB97M-V/def2-TZVPD.

Values from the calculation:
* orbital gap (spin up / spin down): 8.503 / 8.502 eV
* energy relative to the best compared isomer or geometry (same formula, charge and spin): 94.4 kcal/mol
* M: 71.1 g/mol
* E_HOMO (spin up / spin down): -8.27 / -8.27 eV

Geometry as ORCA input:
```
! RIJCOSX wB97M-V def2-TZVPD def2/J DEFGRID3
* xyz 0 1
C 0.3106 -0.4359 0.0595
C 2.8843 0.1547 -0.1085
C -1.9759 0.0970 -0.1291
N 1.5284 0.0505 0.0323
O -0.6515 0.4666 0.0882
H 3.2928 0.5215 0.8246
H 3.4988 -0.0008 -0.9401
H -2.5998 0.9657 -0.2427
H -2.5944 -0.4473 0.7262
H -2.2059 -0.5992 -0.9229
*
```

=====

A structure of composition C3H5NO in a non-equilibrium geometry. Source: the OMol25 dataset; level of theory: ωB97M-V/def2-TZVPD.

Values from the calculation:
* orbital gap: 10.408 eV
* energy relative to the best compared isomer or geometry (same formula, charge and spin): 62.7 kcal/mol
* M: 71.1 g/mol
* E_HOMO: -9.42 eV

Geometry as ORCA input:
```
! RIJCOSX wB97M-V def2-TZVPD def2/J DEFGRID3
* xyz 0 1
C -0.2750 1.0288 0.2637
C 1.0281 -0.1237 -0.5672
N 0.3742 -1.3392 -0.2965
C -0.7991 -1.1362 0.1403
O -1.3182 0.1035 0.2814
H 0.0984 1.1422 1.3124
H -0.6353 2.0132 -0.0690
H 1.5303 -0.1716 -1.5614
H 1.5287 0.4205 0.1817
H -1.5031 -1.9218 0.3727
*
```

=====

The molecule C3H5NO. Source: the OMol25 dataset; level of theory: ωB97M-V/def2-TZVPD.

Values from the calculation:
* orbital gap (spin up / spin down): 7.567 / 8.294 eV
* energy relative to the best compared isomer or geometry (same formula, charge and spin): 99.6 kcal/mol
* M: 71.1 g/mol
* E_HOMO (spin up / spin down): -7.15 / -7.58 eV

Geometry as ORCA input:
```
! RIJCOSX wB97M-V def2-TZVPD def2/J DEFGRID3
* xyz 0 1
O -0.8942 -1.7313 0.0347
C 0.0436 -0.8115 -0.4661
C 0.1971 -1.3189 0.8837
C 0.2075 1.6082 -0.4056
N -0.3592 0.4777 -0.7609
H -0.1127 -0.7379 1.7554
H 0.9565 -2.0756 1.0773
H 0.9074 1.5842 0.4197
H 0.1041 2.4833 -1.0325
H -1.0500 0.5217 -1.5057
*
```

=====

The molecule C3H5NO in a non-equilibrium geometry. Source: the OMol25 dataset; level of theory: ωB97M-V/def2-TZVPD.

Values from the calculation:
* orbital gap: 11.782 eV
* energy relative to the best compared isomer or geometry (same formula, charge and spin): 13.7 kcal/mol
* M: 71.1 g/mol
* structure (SMILES): N#CCCO
* E_HOMO: -11.05 eV

Geometry as ORCA input:
```
! RIJCOSX wB97M-V def2-TZVPD def2/J DEFGRID3
* xyz 0 1
O 1.7791 0.0020 0.3628
C 0.5640 -0.6930 0.2181
C -0.4507 0.0634 -0.6682
C -1.3909 0.8817 0.1042
N -2.1408 1.4901 0.7413
H 1.6418 0.7537 0.9521
H 0.8161 -1.6389 -0.2677
H 0.1080 -0.9280 1.1898
H -1.0358 -0.6355 -1.2753
H 0.1095 0.7045 -1.3570
*
```

=====

The molecule C3H5NO in a non-equilibrium geometry. Source: the OMol25 dataset; level of theory: ωB97M-V/def2-TZVPD.

Values from the calculation:
* orbital gap: 10.812 eV
* energy relative to the best compared isomer or geometry (same formula, charge and spin): 70.6 kcal/mol
* M: 71.1 g/mol
* structure (SMILES): C=N[C@@H]1CO1
* E_HOMO: -9.65 eV

Geometry as ORCA input:
```
! RIJCOSX wB97M-V def2-TZVPD def2/J DEFGRID3
* xyz 0 1
C 1.1276 1.4998 -0.3367
C -1.2040 -1.1533 0.4832
C -0.0567 -0.5389 -0.1403
N 0.0146 1.0964 -0.0193
O -0.0068 -1.0608 1.1397
H 1.2081 2.6043 -0.4963
H 1.8446 0.8780 -0.7829
H -1.9772 -0.4052 0.7972
H -1.6518 -2.0853 0.1918
H 0.7016 -0.8350 -0.8364
*
```

=====

A structure of composition C3H5NO in a non-equilibrium geometry. Source: the OMol25 dataset; level of theory: ωB97M-V/def2-TZVPD.

Values from the calculation:
* orbital gap: 10.196 eV
* energy relative to the best compared isomer or geometry (same formula, charge and spin): 80.0 kcal/mol
* M: 71.1 g/mol
* E_HOMO: -9.38 eV

Geometry as ORCA input:
```
! RIJCOSX wB97M-V def2-TZVPD def2/J DEFGRID3
* xyz 0 1
C -2.4052 -0.0465 -0.4758
C 0.5678 0.5063 0.5473
C 0.7338 -0.0703 -0.7450
N 0.1427 -0.8708 0.2615
O -2.8307 0.5530 0.4028
H 0.9099 -1.7872 0.8169
H 1.3532 0.7100 1.2869
H -0.3552 1.2536 0.4391
H 0.1485 0.2380 -1.6633
H 1.7352 -0.4860 -0.8704
*
```

=====

The molecule C3H5NO. Source: the OMol25 dataset; level of theory: ωB97M-V/def2-TZVPD.

Values from the calculation:
* orbital gap: 11.020 eV
* energy relative to the best compared isomer or geometry (same formula, charge and spin): 34.2 kcal/mol
* M: 71.1 g/mol
* structure (SMILES): O=CN1CC1
* E_HOMO: -10.00 eV

Geometry as ORCA input:
```
! RIJCOSX wB97M-V def2-TZVPD def2/J DEFGRID3
* xyz 0 1
C 0.4980 0.2914 0.8737
C 0.1362 -1.0804 0.4596
N 0.4571 -0.0324 -0.5313
C -0.5211 0.6617 -1.2659
O -1.2282 1.5138 -0.7787
H -0.3040 0.9098 1.2583
H 1.4956 0.5341 1.2168
H 0.8709 -1.8807 0.5431
H -0.9100 -1.3748 0.5860
H -0.4938 0.4484 -2.3570
*
```

=====

Question: Number 7 is which compound?
Answer: C3H5NO